The following is a DFT calculation (the ωB97M-V functional and the def2-TZVPD basis) of a structure of composition C30H87IO16S.

## Properties
**HOMO-LUMO gap**: 8.5 eV
**LUMO energy**: -0.0436 Eh
**Total energy**: -3094.7417 hartree
**Molecular weight**: 862.981 g/mol

Structure (XYZ):
```
135
Properties=species:S:1:pos:R:3:lowdin_charge:R:1
H -3.86433 -2.19038 3.86848 0.050
H -1.92578 -2.34174 8.81644 0.071
H 0.63714 5.16267 0.92311 0.108
H 1.11386 -3.84770 4.01850 0.075
H 1.69566 -3.84531 -2.66076 0.115
C -4.23907 1.33492 -4.11141 -0.372
C 5.08425 4.53640 -7.14588 -0.085
H 2.56150 -1.39683 -1.03356 0.071
H -3.23236 -2.23063 5.50700 0.058
H 0.78345 1.39237 2.35831 0.068
H -6.29457 -2.63365 3.67774 0.074
C 1.51360 -2.87857 -2.19158 -0.307
C 7.86071 -2.22372 -2.79144 -0.094
C -0.37613 -4.36075 5.48230 -0.305
C -1.98070 -3.12467 9.57694 -0.095
C -5.32287 -2.73714 5.35329 -0.320
H 5.01822 0.66951 6.85451 0.074
H -3.71498 0.37938 0.70347 0.061
H 5.60962 5.20228 -6.46004 0.069
H 1.56344 -0.99655 3.13076 0.089
C 0.81106 5.84870 0.09327 -0.318
H 3.57439 -2.22815 -2.22483 0.064
H 1.75055 -4.01238 5.65844 0.077
H 3.12983 0.71227 3.03175 0.113
O -4.45559 0.22785 1.30110 -0.096
H 3.06426 4.16114 -7.81221 0.114
H -2.36523 -2.55243 -0.61120 0.026
C -3.46828 -2.98620 -8.38857 -0.092
O 1.88428 -0.64276 3.96597 -0.098
C 1.23168 1.68068 3.31250 -0.080
C -4.10217 -1.96108 4.90812 -0.086
H -0.26123 -2.45974 10.69493 0.108
H -3.39647 -3.52666 2.08851 0.103
H 0.82558 -2.57727 5.21796 0.061
O -1.51022 -3.92018 4.74335 -0.088
H 4.87817 -1.69011 7.65772 0.111
H -0.33238 6.99363 -1.33721 0.076
C -3.18090 -2.73435 0.08615 -0.075
O -5.10945 -1.18988 -8.66313 -0.086
H -5.29506 1.51246 -3.87346 0.127
H 4.18346 7.47139 -2.93409 0.078
O 5.87996 -3.46650 -2.06543 -0.090
C -3.46411 2.60997 -3.72694 -0.063
H -1.23407 -4.41159 0.51102 0.071
O -6.48912 -2.41584 4.59559 -0.087
C 4.86654 -1.46350 6.59093 -0.327
H 1.37958 6.70090 0.48119 0.110
H 6.10084 -4.16814 -2.68451 0.082
H 5.60119 6.43539 -3.17020 0.078
O 0.44313 -3.11115 -1.27291 -0.103
H -2.97379 3.04019 -4.60709 0.079
H 5.27096 3.50496 -6.84442 0.077
H -2.70671 -2.27671 -8.06402 0.074
H 5.50574 4.67708 -8.14380 0.074
H -3.87933 -3.43047 -0.37962 0.087
H 2.35639 5.87773 -4.59399 0.070
H 1.18952 -2.18288 -2.97263 0.098
O -1.94128 -4.55158 1.15214 -0.073
O -0.73648 0.44477 -1.24953 -0.944
O 3.50126 -1.47061 6.21678 -0.091
H -6.14501 2.98635 0.30741 0.074
H 5.52687 0.10335 5.25738 0.068
H -0.60600 -4.15168 6.52779 0.094
H -0.67259 -4.15598 10.94889 0.110
H 1.66947 2.67227 3.18721 0.074
I 0.13998 2.11078 -2.00306 1.043
C 2.76254 -2.36128 -1.51013 -0.084
H -5.61588 -3.18270 -8.36990 0.108
O -2.91574 0.26546 -2.22876 -0.378
H 0.43192 -3.14638 8.57475 0.072
H 7.24342 -1.49220 -3.31351 0.074
H -0.27109 -5.44506 5.37540 0.112
H -1.09830 6.84671 0.24776 0.074
C -5.12149 1.47994 1.46958 -0.309
H 4.59759 6.89477 -4.55229 0.068
H 8.16754 -2.98705 -3.51039 0.072
H 8.76081 -1.72574 -2.42841 0.073
H -2.34975 -4.03399 9.10167 0.075
O -0.91035 -0.38035 -3.53466 -0.443
H 2.71049 1.02000 4.72014 0.109
C -4.14892 1.05575 -5.61255 -0.076
C -5.61620 2.04519 0.15114 -0.086
H -1.34161 -4.12505 3.81897 0.061
C 5.53998 -0.12901 6.32545 -0.095
H -3.29283 -3.93963 -7.88852 0.074
C -2.61122 -3.31686 1.36094 -0.326
H -4.74805 1.76478 -6.18999 0.086
H 0.25217 -2.27360 -0.83818 0.044
H -5.12256 -3.81249 5.29202 0.109
H 4.11783 4.54326 -3.82575 0.107
H -3.68369 -1.78299 0.26201 0.054
H -2.69996 2.41457 -2.97780 0.000
H -4.50969 0.05168 -5.86340 0.066
H -4.12664 3.37728 -3.31576 0.077
C 0.90086 -3.65517 5.07490 -0.088
H -6.29317 1.34011 -0.33302 0.077
H 3.68009 5.12196 -2.22295 0.102
H -4.46241 2.19667 1.96916 0.109
C 3.59951 4.84236 -7.14319 -0.321
H -2.70171 -2.80777 10.33208 0.072
H 6.58089 -0.14159 6.65269 0.070
H -5.04488 -1.28187 -9.61763 0.078
O 3.31492 6.19670 -7.47023 -0.080
O 2.35047 5.63240 -3.66282 -0.093
C -0.61783 -3.36847 10.19687 -0.328
H -4.68846 -0.44446 -2.92746 0.126
S -1.51383 -0.52399 -2.22105 0.725
H 5.41343 -2.26505 6.07958 0.109
H -5.95603 1.28382 2.14000 0.112
H -3.33075 -0.64924 -4.04322 0.104
H 1.77512 5.67025 -1.60415 0.041
C 7.08788 -2.84402 -1.64420 -0.323
H -5.57915 -2.50843 6.38848 0.109
H -3.35223 -3.14518 -9.46330 0.072
H -1.07955 5.46348 -0.86068 0.062
H 3.18694 4.70278 -6.14297 0.087
H 3.42407 -1.28268 5.27215 0.047
H -3.10623 1.11628 -5.94586 0.090
O 0.33874 -3.82572 9.25013 -0.085
C 2.30762 0.70799 3.75613 -0.309
H -4.96086 -2.29303 -6.99701 0.101
H 7.71875 -3.55887 -1.10501 0.108
H -4.28211 -0.88692 4.98857 0.077
H -1.92627 -2.58323 1.81175 0.113
C 3.70722 5.39867 -3.27702 -0.312
C -0.50421 6.31622 -0.49776 -0.086
H 3.64331 6.37574 -8.35556 0.082
C 4.57646 6.62212 -3.49403 -0.076
C -3.81301 0.05210 -3.35415 -0.175
H 0.43363 1.74448 4.05246 0.078
H -4.77853 2.23538 -0.52626 0.064
H 3.10206 -3.05955 -0.74486 0.078
H 6.77646 -2.07897 -0.93260 0.112
O 1.59506 5.11237 -0.83737 -0.142
C -4.85247 -2.45657 -8.06991 -0.331
```